Here is 2 unconnected molecules or ions with the total composition C7H14O3 from the OMol25 dataset. Energies are from ωB97M-V/def2-TZVPD.

XYZ file:
```
24
Properties=species:S:1:pos:R:3:mulliken_charge:R:1
H 3.623 1.507 -3.761 0.286
C -3.539 0.144 1.768 -0.612
H -1.470 -1.340 0.912 0.285
H 1.504 -1.111 1.307 0.306
H -3.736 -0.928 1.757 0.226
C -3.141 0.798 0.477 -0.552
H -3.061 0.166 -0.408 0.209
H -1.811 1.486 2.113 0.393
C 2.059 -0.188 -0.527 0.320
C -2.121 0.597 1.562 0.041
H 3.902 -0.651 -1.651 0.277
H -4.155 0.709 2.466 0.265
H -3.488 1.812 0.282 0.261
H 2.468 0.760 -0.160 0.378
C -1.046 -0.434 1.383 -0.730
H 2.490 1.220 -2.745 0.442
H 2.722 -2.068 -1.491 0.244
H 0.649 -1.747 -0.126 0.300
O 1.794 -0.195 -1.930 -0.553
O -0.016 0.086 0.570 -0.223
O 3.089 1.929 -3.085 -0.675
C 1.027 -0.826 0.351 -0.769
H -0.630 -0.734 2.362 0.320
C 2.887 -0.990 -1.427 -0.440
```

Calculated total energy (Eh): -500.74972
Strongest force on any atom (eV/Å): 0.8
Multiplicity: 1
HOMO-LUMO gap (eV): 11.04
Energy above the lowest of the compared OMol25 structures with the same formula, charge and spin (eV): 3.089
Highest occupied orbital energy (Eh): -0.3719
Total charge: 0



Here is 4 unconnected molecules or ions with the total composition C29H59ClF9N3O2PS at a distorted geometry from the OMol25 dataset. Energies are from ωB97M-V/def2-TZVPD.

XYZ file:
```
105
Properties=species:S:1:pos:R:3:mulliken_charge:R:1
H -3.774 0.027 -1.124 0.464
C -0.428 10.505 -4.307 -0.713
H -3.483 -7.779 4.976 0.419
H 2.337 5.345 -2.908 -0.134
C -4.454 -3.401 1.034 -0.786
H 2.085 -0.235 -0.828 0.314
C -3.615 -0.907 -0.576 -0.362
F 2.458 -3.845 2.820 -0.243
C 0.305 7.474 -5.276 -1.048
F -0.365 -2.319 2.146 -0.298
H 0.272 8.137 -1.114 0.329
C 0.927 8.450 -4.268 -0.717
H -5.217 -3.853 -0.933 0.362
H 5.212 1.996 -2.090 0.244
C -1.461 10.275 -5.417 -0.966
H -3.506 -3.617 -0.873 0.389
H -2.282 9.636 -5.092 0.276
C 0.156 -6.944 1.959 -0.228
C 3.832 -3.140 0.371 0.404
H 1.694 9.044 -4.772 0.337
H -1.518 9.499 -2.201 0.456
H 1.148 3.663 -1.735 0.390
C 0.607 -6.274 5.745 -0.489
Cl 0.470 -7.894 6.582 -0.197
C -0.471 7.696 -1.779 -1.333
H 0.556 -7.938 1.798 0.762
H -5.464 -3.386 1.443 0.317
C 2.937 4.494 -2.573 -0.334
O -1.778 -4.328 3.600 -0.647
H 0.438 11.020 -4.731 0.360
C 5.223 2.563 -1.158 -1.035
H 2.062 -4.690 5.787 0.165
C 2.510 1.453 -2.128 -0.496
C -1.253 -6.939 1.373 -1.265
H -2.033 -1.595 -1.886 0.306
H -3.861 -2.644 1.549 0.220
H -7.479 -0.352 0.167 0.396
F 4.175 -3.516 -0.864 -0.295
H -6.616 -2.060 -1.507 0.353
H -0.193 -5.688 6.177 0.586
H -1.289 7.318 -1.165 0.447
N 0.041 9.355 -3.554 0.085
H 1.486 1.523 -2.505 0.458
C 3.927 2.389 -0.354 -0.592
H -1.012 9.835 -6.307 0.225
H -0.022 6.837 -2.282 0.179
F 1.958 -1.907 2.121 -0.296
C 2.737 0.024 -1.660 -1.401
F 2.166 -4.707 0.111 -0.292
H -0.605 7.008 -4.895 0.235
C 0.213 -3.512 2.030 0.347
H 0.072 7.959 -6.223 0.341
F 4.562 -3.837 1.201 -0.257
H -1.766 8.238 -3.399 0.241
H -0.855 11.212 -3.588 0.418
H 3.208 -5.150 7.721 0.414
H 2.193 4.394 -0.556 0.309
F -0.255 -4.020 0.904 -0.278
H -6.881 -1.823 0.913 0.236
N 2.666 2.436 -1.072 0.207
H -4.022 -4.370 1.289 0.245
H 3.894 4.893 -2.239 0.230
H 2.523 -0.660 -2.483 0.502
H -1.773 -7.864 1.564 0.439
C 2.484 -5.927 7.498 -1.410
O 0.225 -3.601 4.638 -0.742
H 2.692 -6.267 5.407 0.333
H -3.718 -0.661 0.493 0.244
C 2.200 3.758 -1.446 -0.765
H 3.171 1.652 -2.987 0.224
C 1.748 -3.208 1.910 0.546
H 3.899 3.135 0.445 0.379
H -5.901 -0.351 0.945 0.276
F 4.126 -1.871 0.464 -0.198
P 0.356 -6.593 3.827 0.126
H -1.858 -6.088 1.665 0.082
C -1.433 -7.121 4.238 -0.335
C -2.567 -7.462 4.576 -0.572
H 2.959 -6.892 7.579 0.345
H 1.747 -6.244 3.574 0.037
H -1.894 11.231 -5.718 0.393
N -4.608 -1.867 -1.018 0.086
H 0.832 -6.264 1.436 -0.059
H -1.489 -0.575 -0.551 0.443
C -4.447 -3.215 -0.489 -0.811
H 1.478 7.865 -3.528 0.350
H -5.967 -0.454 -1.656 0.417
H 0.788 -7.949 4.042 0.092
H -1.929 -2.238 -0.232 -0.199
H 3.769 -0.150 -1.358 0.272
H 3.980 1.431 0.170 0.264
H 3.109 3.859 -3.442 0.256
H 6.070 2.203 -0.570 0.391
S -0.337 -4.424 3.580 1.115
H 5.422 3.608 -1.393 0.313
H 1.013 6.673 -5.494 0.408
H -1.160 -6.885 0.284 0.403
C 2.307 -3.459 0.498 0.604
C -1.002 8.720 -2.769 -0.341
C 1.989 -5.738 6.048 -0.222
C -5.959 -1.340 -1.011 -0.720
F 1.684 -2.642 -0.326 -0.185
C -6.579 -0.950 0.337 -0.973
H 1.668 -5.839 8.205 0.327
C -2.189 -1.365 -0.830 -0.899
```

Calculated total energy (Eh): -3553.49285
Strongest force on any atom (eV/Å): 3.8
Multiplicity: 1
HOMO-LUMO gap (eV): 7.24
Highest occupied orbital energy (Eh): -0.1930
Total charge: -1



Here is a molecular structure, C16H55B2F3HgNO9S at a distorted geometry from the OMol25 dataset. Energies are from ωB97M-V/def2-TZVPD.

XYZ file:
```
88
Properties=species:S:1:pos:R:3:lowdin_spin:R:1
C -20.493 7.802 -21.362 0.006
H -24.027 3.704 -24.564 0.014
H -25.479 8.713 -24.284 0.007
O -23.839 5.656 -19.016 0.001
H -23.634 11.326 -23.661 0.000
F -19.777 8.815 -21.971 0.001
H -18.826 11.024 -15.796 0.000
O -24.461 4.040 -22.107 0.024
H -23.876 13.423 -25.282 0.000
H -23.249 8.766 -19.359 0.000
S -21.972 7.306 -22.430 0.017
O -18.289 10.306 -15.454 0.000
H -20.969 8.317 -25.866 0.005
H -20.038 8.601 -27.374 0.023
H -18.159 3.271 -25.978 0.000
H -22.994 4.291 -25.791 0.039
H -21.471 7.529 -27.414 0.054
O -21.609 6.799 -23.781 0.031
O -22.873 11.805 -18.376 0.000
H -20.982 11.119 -25.421 0.000
H -24.591 11.069 -25.459 0.001
C -23.861 11.196 -20.456 0.000
H -18.059 4.508 -22.843 0.000
H -20.097 9.558 -16.841 0.000
H -22.137 13.045 -25.788 0.000
H -18.810 6.027 -24.573 0.000
C -22.932 9.528 -18.647 0.000
H -24.982 3.236 -22.176 0.009
C -22.905 13.006 -25.015 0.000
H -25.471 7.070 -20.650 0.003
H -26.897 6.778 -19.701 0.000
H -16.963 4.314 -25.197 0.000
H -19.361 8.776 -18.168 0.000
C -19.272 8.890 -17.087 0.000
C -17.935 4.298 -25.690 0.001
N -24.880 7.901 -24.325 0.034
H -23.597 5.999 -19.880 0.000
H -20.293 3.800 -24.998 0.001
H -26.289 5.460 -20.501 0.004
H -19.460 7.939 -16.588 0.000
H -22.570 13.640 -24.194 0.000
H -25.374 5.040 -18.277 0.000
C -25.085 7.068 -17.577 0.000
C -22.987 11.568 -24.504 0.001
H -17.330 7.682 -15.687 0.000
C -25.934 6.348 -19.977 0.007
C -18.969 4.958 -24.714 0.002
H -22.415 4.350 -24.168 0.001
O -20.201 4.729 -25.222 0.026
O -22.794 8.541 -22.531 0.004
H -25.731 6.644 -16.809 0.000
H -21.030 11.435 -23.782 0.000
H -25.304 7.155 -23.793 0.013
H -16.413 8.046 -17.191 0.000
H -20.084 7.047 -26.538 0.008
H -23.019 9.114 -17.642 0.000
C -18.019 9.546 -16.602 0.000
H -24.724 10.828 -18.568 0.000
H -16.076 8.899 -15.834 0.000
F -19.676 6.731 -21.038 0.001
H -22.881 10.993 -20.888 0.000
H -24.034 8.162 -23.838 0.003
H -19.957 4.575 -22.840 0.000
F -20.912 8.378 -20.285 0.001
H -21.867 9.689 -18.812 0.000
O -23.649 10.938 -25.591 0.006
H -24.391 12.128 -20.648 0.000
H -24.404 10.454 -21.040 0.001
H -25.124 4.725 -22.222 0.012
C -25.140 6.024 -18.683 0.001
C -16.942 8.467 -16.336 0.000
H -22.842 11.605 -17.437 0.000
B -20.659 7.916 -26.818 0.120
H -25.599 7.913 -18.034 0.000
C -21.617 10.936 -24.553 0.000
C -23.706 10.841 -18.959 0.000
H -24.664 7.641 -25.276 0.033
O -22.730 6.215 -21.781 0.004
H -23.625 5.502 -24.798 0.052
H -24.108 7.187 -17.108 0.000
H -17.643 10.159 -17.422 0.000
H -21.643 9.855 -24.417 0.000
B -23.300 4.473 -24.773 0.141
H -18.922 3.266 -23.490 0.000
C -19.016 4.342 -23.338 0.001
H -23.902 4.150 -22.879 0.006
H -17.877 4.943 -26.567 0.000
Hg -21.869 6.129 -25.919 0.277
```

Calculated total energy (Eh): -2274.91215
Strongest force on any atom (eV/Å): 4.8
Multiplicity: 2
HOMO-LUMO gap (spin up / spin down) (eV): 3.30 / 7.48
Highest occupied orbital energy (spin up / spin down) (Eh): -0.1608 / -0.3246
Total charge: 0



Here is C20H21Cl2N5O3S2 in the gas phase at a distorted geometry from the OMol25 dataset. Energies are from ωB97M-V/def2-TZVPD.

XYZ file:
```
53
Properties=species:S:1:pos:R:3:mulliken_charge:R:1
O 1.319 3.273 1.717 -0.714
H 1.768 2.462 -2.309 0.173
N 0.465 4.089 -0.565 0.380
H -0.228 5.948 1.300 0.304
C -0.647 -0.757 2.411 0.234
H 1.612 -5.319 -0.090 0.442
H 2.112 5.260 -1.110 0.439
C -0.504 -0.238 -1.334 -1.341
C 1.830 4.206 -1.031 -0.692
H 1.361 3.972 -3.125 0.292
H 2.474 3.742 -0.280 0.406
C 0.867 -4.786 -0.688 -0.910
H -1.399 1.702 -1.064 0.506
H 3.043 3.620 -2.713 0.415
C -0.040 -3.063 2.079 -0.537
H -0.350 5.583 -1.738 0.406
H 1.506 -3.019 0.256 0.294
C 2.013 3.519 -2.382 -1.053
H -0.861 7.146 0.159 0.408
H 2.463 -1.179 0.022 0.597
C -0.426 5.221 -0.709 -0.653
C -2.545 -5.155 0.646 0.043
C 0.199 -1.831 2.660 -0.624
N -1.092 -6.254 -0.668 -0.777
N -2.322 -6.257 -0.113 0.112
Cl -2.840 0.364 1.312 -0.105
C 1.522 0.712 0.302 -0.546
C -1.997 -2.168 0.993 -0.246
C -1.120 -3.221 1.215 -0.218
C -1.765 -0.942 1.596 -0.122
N 1.128 -3.371 -0.609 -0.114
C -0.513 -5.177 -0.251 0.689
H -2.984 -6.989 -0.309 0.188
C -0.573 1.050 -0.835 -0.944
N -1.348 -4.453 0.574 0.333
H 1.039 -1.692 3.320 0.504
C 0.464 -2.497 -1.420 -0.148
H 2.290 1.113 0.945 0.528
H 0.964 -5.108 -1.729 0.338
S 0.253 3.118 0.765 0.988
C 1.594 -0.576 -0.197 -0.531
H -2.856 -2.300 0.357 0.640
S -3.893 -4.772 1.485 -0.412
H -1.277 -0.632 -1.975 0.484
C 0.559 -1.070 -0.987 0.670
Cl -0.298 0.805 3.065 -0.082
C -0.143 6.340 0.289 -1.027
H 0.602 -3.903 2.300 0.553
H 0.859 6.742 0.156 0.277
H -1.433 4.836 -0.542 0.355
O -1.097 3.272 1.215 -0.637
C 0.426 1.499 0.008 1.103
O -0.184 -2.863 -2.375 -0.668
```

Calculated total energy (Eh): -2991.01740
Strongest force on any atom (eV/Å): 1.1
Multiplicity: 1
HOMO-LUMO gap (eV): 8.05
Highest occupied orbital energy (Eh): -0.2991
Total charge: 0



Here is 2 unconnected molecules or ions with the total composition C4H11NO2 at a distorted geometry from the OMol25 dataset. Energies are from ωB97M-V/def2-TZVPD.

XYZ file:
```
18
Properties=species:S:1:pos:R:3:mulliken_charge:R:1
O -2.737 -0.821 0.436 -0.605
O 1.478 -1.398 -0.191 -0.658
C 1.052 -0.310 0.254 0.815
H -1.843 -0.623 0.786 0.271
C -0.358 1.666 0.010 -0.914
H 0.420 2.443 0.119 0.308
H -0.901 1.591 0.951 0.384
H 2.176 1.376 1.188 0.276
H 2.272 -0.196 1.857 0.384
H -0.485 -1.286 -1.794 0.252
H -1.213 0.381 -2.056 0.367
H 0.795 0.761 2.185 0.262
C -0.275 -0.124 -1.760 -0.946
H -1.191 2.057 -0.710 0.260
H 0.584 0.035 -2.429 0.340
N 0.050 0.334 -0.405 0.087
H -3.130 -1.273 1.221 0.310
C 1.621 0.460 1.421 -1.192
```

Calculated total energy (Eh): -364.22326
Strongest force on any atom (eV/Å): 2.8
Multiplicity: 1
HOMO-LUMO gap (eV): 9.93
Energy above the lowest of the compared OMol25 structures with the same formula, charge and spin (eV): 1.222
Highest occupied orbital energy (Eh): -0.3435
Total charge: 0